Density functional theory data (ωB97M-V with the def2-TZVPD basis set) for an isolated ion of composition C5H12NO and charge +1.

Cartesian coordinates (Å):
O 1.50792 1.26291 1.47831
C 0.39010 0.41847 1.40731
C -0.28824 0.72614 0.07794
C 0.56891 0.36870 -1.10106
C 0.27780 -1.08029 -1.47716
C -0.99378 -1.49413 -0.69836
N -1.46911 -0.21771 -0.05950
H 1.58725 1.64278 2.36262
H 0.76952 -0.61148 1.33600
H -0.33551 0.56911 2.20480
H -0.68295 1.73308 0.14586
H 1.62520 0.50647 -0.84419
H 0.60065 1.09538 -1.91666
H 0.15468 -1.26954 -2.53721
H 1.06816 -1.74012 -1.13865
H -1.77593 -1.76686 -1.39196
H -0.84027 -2.31191 -0.00293
H -1.91940 -0.30798 0.85179
H -2.15922 0.20540 -0.67686

Total energy = -327.4483 Eh
Charge = +1
Gap between HOMO and LUMO = 11.28 eV
Energy relative to the best compared isomer or geometry (same formula, charge and spin) = 7.1 kcal/mol